ORCA calculation (the ωB97M-V functional and the def2-TZVPD basis) on a structure of composition C26H29BF4N6SV.

Its strongest force on any atom is 0.05186 Eh/bohr. The HOMO-LUMO gap (alpha / beta) comes out at 7.957 / 8.624 eV. Its spin multiplicity is 3. For the energy, the calculation gives -3103.31883 hartree. As for the charge: +1. The value obtained for the HOMO energy (alpha / beta) is -0.4013 / -0.4071 Ha. The value obtained for the energy relative to the best compared isomer or geometry (same formula, charge and spin) is 43.2 kJ/mol.

Each line ends with the Mulliken charge.
Atoms and positions in Å:
V1 0.6756 0.9678 0.1968  -0.39
C1 -0.3234 -0.5874 -5.2764  -0.87
C2 0.5149 0.5824 -5.7195  1.06
C3 0.3008 1.1605 -6.9698  -0.77
C4 1.0813 2.2078 -7.4271  -0.65
C5 2.1089 2.7064 -6.6386  -0.71
C6 2.3304 2.1628 -5.3873  -0.51
C7 1.5355 1.1167 -4.9287  -0.12
N1 1.8106 0.5814 -3.6296  0.41
C8 1.0230 0.7548 -2.5510  0.23
N2 -0.1444 1.3714 -2.7329  0.48
C9 -1.2332 1.4688 -1.8365  0.17
C10 -1.1425 0.9428 -0.5452  0.59
C11 -2.2804 0.9737 0.2598  -0.14
C12 -3.4537 1.5468 -0.2000  -1.09
C13 -3.4883 2.1372 -1.4576  -0.70
C14 -2.3834 2.1212 -2.2945  0.84
C15 -2.4027 2.8189 -3.6303  -1.68
N3 1.4020 0.3131 -1.3439  1.13
C16 2.6030 -0.4621 -1.2523  -1.25
C17 3.7986 0.1824 -0.9356  0.12
C18 4.9721 -0.5454 -0.8179  -0.92
C19 4.9508 -1.9159 -1.0254  -0.72
C20 3.7617 -2.5505 -1.3531  -0.75
C21 2.5698 -1.8435 -1.4758  1.34
C22 1.2896 -2.5386 -1.8521  -1.64
H1 -0.5415 -1.2323 -6.1259  0.58
H2 -1.2818 -0.2621 -4.8632  0.19
H3 0.1823 -1.1768 -4.5131  -0.18
H4 -0.4828 0.7634 -7.6035  0.47
H5 0.8986 2.6302 -8.4062  0.41
H6 2.7298 3.5194 -6.9890  0.41
H7 3.1197 2.5437 -4.7501  0.47
H8 2.7582 0.2904 -3.4410  0.26
H9 -0.2826 1.7746 -3.6492  0.03
H10 -2.2302 0.5634 1.2608  0.48
H11 -4.3301 1.5738 0.4345  0.40
H12 -4.3948 2.6249 -1.7939  0.42
H13 -3.3271 3.3807 -3.7443  0.40
H14 -2.3397 2.1160 -4.4672  0.33
H15 -1.5777 3.5318 -3.7126  0.40
H16 3.8012 1.2596 -0.8053  0.51
H17 5.8992 -0.0438 -0.5731  0.48
H18 5.8613 -2.4944 -0.9413  0.45
H19 3.7476 -3.6203 -1.5239  0.50
H20 1.2895 -3.5661 -1.4923  0.53
H21 1.1856 -2.5724 -2.9394  0.24
H22 0.4231 -2.0220 -1.4395  0.19
F1 0.4218 2.4424 1.6825  -0.33
B1 1.2641 3.2986 0.8677  0.16
F2 0.7450 3.1303 -0.4521  -0.24
F3 2.5160 2.6211 0.8621  -0.35
F4 1.3145 4.5652 1.2917  -0.28
C23 -1.7618 -2.3864 4.7560  -1.12
C24 -1.3323 -2.8153 3.3468  -0.43
C25 -0.2676 -1.9385 2.7891  0.30
N4 -0.3570 -1.2465 1.7192  -1.02
N5 0.7646 -0.5147 1.4299  1.16
C26 1.7324 -0.6625 2.3299  0.24
N6 2.9302 -0.0692 2.2685  -0.21
S1 1.2876 -1.7347 3.6062  -0.18
H23 -2.4406 -3.1221 5.1833  0.35
H24 -2.2791 -1.4280 4.7261  0.31
H25 -0.9033 -2.3003 5.4232  0.37
H26 -2.1766 -2.7691 2.6607  0.27
H27 -0.9705 -3.8455 3.3740  0.30
H28 3.0851 0.6982 1.6325  0.03
H29 3.5606 -0.1485 3.0468  0.26

=====

ORCA calculation (the ωB97M-V functional and the def2-TZVPD basis) on a cluster of 8 separate species, C17H50O8 in total.

Its strongest force on any atom is 0.02649 Eh/bohr. The HOMO-LUMO gap comes out at 10.124 eV. For the energy, the calculation gives -1279.53674 hartree. As for the charge: 0. The value obtained for the HOMO energy is -0.3562 Ha. The value obtained for the energy relative to the best compared isomer or geometry (same formula, charge and spin) is 160.5 kJ/mol.

Each line ends with the Mulliken charge.
Atoms and positions in Å:
C1 0.3155 0.8692 -3.2778  -1.38
C2 1.7174 1.3749 -2.9775  1.22
C3 2.1506 2.5105 -3.9084  -1.68
O1 1.6900 1.9124 -1.6371  -0.60
H1 -0.4071 1.6839 -3.2813  0.40
H2 0.0242 0.1200 -2.5415  0.14
H3 0.2962 0.3998 -4.2686  0.51
H4 2.4824 0.5921 -3.0494  -0.03
H5 1.6839 3.4507 -3.6170  0.36
H6 1.8656 2.3015 -4.9420  0.37
H7 3.2335 2.6303 -3.8720  0.37
H8 1.0483 1.3627 -1.1593  0.17
C4 -1.1550 -3.0105 3.7098  -0.75
C5 -2.3466 -2.0958 3.5179  0.04
O2 -3.0330 -1.8393 4.7393  -0.56
H9 -0.6920 -3.1766 2.7349  0.22
H10 -1.3708 -3.9882 4.1430  0.34
H11 -0.4091 -2.5531 4.3651  0.18
H12 -2.9932 -2.5620 2.7622  0.30
H13 -2.0354 -1.1518 3.0711  -0.07
H14 -3.6666 -2.5507 4.8662  0.32
C6 -2.9596 -0.6022 -2.8089  -0.04
C7 -4.2577 -1.0236 -2.0996  -0.36
O3 -4.8909 -2.1041 -2.7661  -0.55
H15 -2.5528 0.2429 -2.2434  0.00
H16 -3.1953 -0.2668 -3.8170  0.29
H17 -2.2119 -1.3928 -2.8128  -0.16
H18 -4.9108 -0.1563 -2.0244  0.31
H19 -4.0240 -1.3206 -1.0687  0.21
H20 -4.3367 -2.8828 -2.6898  0.31
C8 -0.2830 -3.5507 -2.2449  -0.99
C9 1.0638 -3.0713 -2.7531  0.16
O4 2.0206 -3.1930 -1.7084  -0.58
H21 -0.2793 -4.5851 -1.9204  0.40
H22 -1.0058 -3.3758 -3.0466  0.28
H23 -0.6002 -2.8852 -1.4367  0.08
H24 1.0159 -2.0368 -3.1099  -0.10
H25 1.3686 -3.6941 -3.6048  0.44
H26 2.8918 -2.9318 -2.0193  0.31
C10 -3.3527 4.0776 1.1977  -1.24
C11 -3.4054 2.9033 0.2266  -0.06
O5 -3.3043 1.6395 0.9195  -0.55
H27 -2.6443 3.8939 2.0032  0.29
H28 -4.3346 4.2412 1.6481  0.36
H29 -3.0739 4.9891 0.6679  0.35
H30 -2.5718 2.9768 -0.4704  0.16
H31 -4.3449 2.8910 -0.3291  0.44
H32 -4.1585 1.5100 1.3426  0.26
C12 3.8666 -0.4708 -0.5421  -0.11
C13 5.1597 0.1936 -0.9457  -0.50
O6 5.9504 -0.6863 -1.7561  -0.53
H33 3.2733 0.2402 0.0301  0.07
H34 4.1136 -1.3260 0.0920  0.55
H35 3.3200 -0.8231 -1.4136  -0.38
H36 5.7244 0.5462 -0.0732  0.38
H37 4.9321 1.1152 -1.5053  0.23
H38 6.8400 -0.3192 -1.7366  0.30
C14 2.5607 2.2682 3.9557  -0.94
C15 1.6753 1.5410 4.9376  -0.25
O7 1.0224 0.4760 4.2401  -0.40
H39 3.0925 3.0896 4.4329  0.38
H40 1.9533 2.6153 3.1190  0.18
H41 3.2867 1.5602 3.5498  0.24
H42 0.9500 2.2300 5.3826  0.33
H43 2.2798 1.0999 5.7402  0.25
H44 0.1943 0.2603 4.6798  0.23
C16 0.1664 -0.9645 1.2335  -0.68
C17 0.1524 0.5565 1.1516  0.13
O8 -0.5520 1.0139 -0.0030  -0.04
H45 -0.8495 -1.3509 1.1477  0.12
H46 0.6830 -1.2780 2.1368  0.40
H47 0.6852 -1.3438 0.3473  -0.01
H48 1.1707 0.9454 1.0739  -0.05
H49 -0.2633 0.9855 2.0647  0.37
H50 -1.4490 1.2531 0.2512  -0.15

=====

ORCA calculation (the ωB97M-V functional and the def2-TZVPD basis) on a structure of composition C25H46N2O8S.

Its strongest force on any atom is 0.00982 Eh/bohr. The HOMO-LUMO gap comes out at 8.380 eV. For the energy, the calculation gives -2089.67047 hartree. As for the charge: 0. The value obtained for the HOMO energy is -0.3289 Ha.

Each line ends with the Mulliken charge.
Atoms and positions in Å:
C1 1.4273 -7.4722 0.2019  -0.66
C2 2.2383 -6.5492 -0.6638  0.71
O1 3.0785 -6.8916 -1.4483  -0.55
O2 1.9310 -5.2252 -0.4535  -0.30
C3 1.3232 -4.5694 -1.5843  -1.46
C4 -0.1583 -4.4074 -1.3835  0.64
C5 -1.0407 -5.3852 -1.9450  0.04
C6 -2.3934 -5.3223 -1.8342  0.16
C7 -3.2953 -6.3710 -2.4234  -1.67
C8 -3.2936 -7.6629 -1.5757  1.32
C9 -3.6261 -8.8933 -2.4110  -1.71
C10 -4.1991 -7.5108 -0.3411  -1.33
C11 -2.9214 -4.2115 -1.1233  0.63
N1 -4.2150 -3.9363 -0.9103  -0.60
S1 -4.2571 -2.5909 -0.0522  0.12
N2 -2.6986 -2.2671 0.1071  -0.63
C12 -2.0469 -3.2437 -0.5401  0.47
C13 -0.6472 -3.3554 -0.6797  -1.25
H1 1.6182 -7.2125 1.2422  0.29
H2 0.3732 -7.2764 0.0062  0.04
H3 1.6943 -8.5008 -0.0089  0.32
H4 1.8009 -3.5978 -1.6835  0.48
H5 1.5068 -5.1414 -2.4934  0.45
H6 -0.6297 -6.2277 -2.4908  0.51
H7 -2.9806 -6.5904 -3.4442  0.46
H8 -4.3092 -5.9741 -2.4619  0.51
H9 -2.2680 -7.7757 -1.2139  -0.07
H10 -4.6460 -8.8595 -2.7933  0.35
H11 -2.9305 -8.9677 -3.2473  0.42
H12 -3.4992 -9.7880 -1.8020  0.44
H13 -3.6114 -7.2212 0.5305  0.28
H14 -4.9554 -6.7424 -0.4885  0.28
H15 -4.6777 -8.4572 -0.0927  0.42
H16 0.0079 -2.6127 -0.2431  0.88
C14 2.3237 -0.0314 1.7624  -0.69
O3 1.4342 -0.1442 0.6637  -0.21
C15 0.5285 0.9417 0.5528  -0.67
C16 0.9765 1.9598 -0.4721  -0.14
O4 2.1966 2.5887 -0.1072  0.01
C17 3.3354 2.0341 -0.7413  -0.92
H17 3.1452 -0.7256 1.5923  0.26
H18 2.7273 0.9792 1.8557  0.18
H19 1.8192 -0.3032 2.6954  0.32
H20 0.3901 1.4217 1.5270  0.30
H21 -0.4372 0.5329 0.2397  0.38
H22 0.2168 2.7437 -0.5383  -0.06
H23 1.0662 1.4948 -1.4591  0.39
H24 3.4200 2.3970 -1.7714  0.31
H25 3.3048 0.9430 -0.7454  0.35
H26 4.2138 2.3607 -0.1848  0.22
C18 2.4925 4.4735 2.4269  -0.67
O5 3.2192 4.2137 3.6212  -0.39
C19 4.3820 5.0082 3.7600  -0.48
C20 4.1602 6.2043 4.6612  -0.52
O6 3.2147 7.1154 4.1279  -0.37
C21 1.9125 6.9614 4.6603  -0.72
H27 1.4959 4.0515 2.5516  0.23
H28 2.3999 5.5469 2.2415  0.48
H29 2.9681 3.9955 1.5736  0.14
H30 4.7396 5.3393 2.7790  0.31
H31 5.1575 4.3769 4.2056  0.40
H32 5.1061 6.7439 4.7677  0.37
H33 3.8505 5.8711 5.6572  0.32
H34 1.8460 7.4127 5.6566  0.32
H35 1.6213 5.9108 4.7219  0.31
H36 1.2230 7.4813 3.9967  0.24
C22 -2.4216 4.8572 -3.0511  -0.79
O7 -1.6528 4.6033 -1.8893  -0.34
C23 -0.4891 5.4074 -1.7872  -0.12
C24 -0.6873 6.5949 -0.8704  -0.56
O8 -1.6552 7.5041 -1.3653  -0.39
C25 -2.9364 7.3445 -0.7847  -0.72
H37 -3.4089 4.4265 -2.8922  0.26
H38 -2.5287 5.9277 -3.2382  0.35
H39 -1.9664 4.3825 -3.9271  0.31
H40 -0.1655 5.7442 -2.7773  0.32
H41 0.3045 4.7788 -1.3712  0.12
H42 0.2594 7.1377 -0.7930  0.37
H43 -0.9608 6.2536 0.1336  0.33
H44 -2.9665 7.7934 0.2143  0.32
H45 -3.2219 6.2929 -0.7138  0.32
H46 -3.6519 7.8635 -1.4204  0.25

=====

Q: Among the records above, which one has the highest strongest force on any atom?
A: C26H29BF4N6SV

=====

Q: Which value of strongest force on any atom does entry 2 give?
A: 0.02649 Eh/bohr

=====

Q: The highest charge belongs to which entry?
A: C26H29BF4N6SV

=====

Q: What is the formula in the second record?
A: C17H50O8